Here is a molecular structure, H13O6 from the Open Molecules 2025 dataset. Energies are from ωB97M-V/def2-TZVPD.

XYZ file:
```
19
Properties=species:S:1:pos:R:3:forces:R:3
O -4.786003 1.106320 1.786785 0.3785 0.1436 0.1167
O 1.210740 -1.551795 0.917650 -0.5210 0.5291 0.1751
O -1.460239 1.826700 1.543233 -0.2340 0.1419 0.3839
O -0.098757 0.296400 -0.089341 -0.2400 1.2723 0.8914
O 2.777842 -1.900505 -0.865910 0.0296 0.6361 -0.5519
O 2.373053 -0.328418 -2.975660 0.2181 0.1336 -0.4219
H -0.517337 0.788880 0.674097 -0.7304 -0.5355 -0.3005
H -4.978786 1.399901 0.890158 -0.0961 0.0175 0.0625
H -5.154375 1.779589 2.370613 -0.1213 -0.0849 -0.1253
H 2.957691 -0.306686 -3.750065 -0.1179 -0.0183 0.3215
H 3.327217 -2.646472 -1.126874 -0.1918 -0.1557 0.2325
H 0.971873 -2.223231 1.567168 0.0851 -0.0650 -0.2242
H 1.887446 -1.773577 0.011054 0.0167 -0.3982 0.6624
H 1.550325 0.072965 -3.276616 -0.0512 -0.0973 0.0894
H 0.505043 -0.800160 0.778550 1.1082 -0.6785 -0.6525
H 2.677680 -1.282518 -1.640704 -0.0528 -0.2485 0.0782
H 0.309046 1.100659 -0.446515 0.4798 -0.5596 -0.5394
H -1.271731 2.769521 1.589983 -0.0922 -0.0173 0.1163
H -2.280727 1.672426 2.042395 0.1328 -0.0154 -0.3141
```
Positions in Å, forces in eV/Å.

Calculated values
* maximum force: 1.572 eV/A
* multiplicity: 1
* charge: +1
* orbital gap: 11.51 eV
* E: -458.9954 hartree
* energy above the lowest of the compared OMol25 structures with the same formula, charge and spin: 60.3 kJ/mol